{
  "formula": "C42H118N8O13",
  "method": "ωB97M-V with the def2-TZVPD basis set",
  "species": ["C", "C", "C", "O", "C", "N", "H", "H", "H", "H", "H", "H", "H", "H", "H", "H", "H", "C", "C", "C", "O", "C", "N", "H", "H", "H", "H", "H", "H", "H", "H", "H", "H", "H", "C", "C", "C", "O", "C", "N", "H", "H", "H", "H", "H", "H", "H", "H", "H", "H", "H", "C", "C", "C", "O", "C", "N", "H", "H", "H", "H", "H", "H", "H", "H", "H", "H", "H", "C", "C", "C", "O", "C", "N", "H", "H", "H", "H", "H", "H", "H", "H", "H", "H", "H", "C", "C", "C", "O", "C", "N", "H", "H", "H", "H", "H", "H", "H", "H", "H", "H", "H", "C", "C", "C", "O", "C", "N", "H", "H", "H", "H", "H", "H", "H", "H", "H", "H", "H", "C", "C", "C", "O", "C", "N", "H", "H", "H", "H", "H", "H", "H", "H", "H", "H", "H", "C", "C", "O", "H", "H", "H", "H", "H", "H", "C", "C", "O", "H", "H", "H", "H", "H", "H", "C", "C", "O", "H", "H", "H", "H", "H", "H", "C", "C", "O", "H", "H", "H", "H", "H", "H", "C", "C", "O", "H", "H", "H", "H", "H", "H"],
  "xyz": [[5.6424, 2.6779, 1.0204], [5.5323, 1.9325, 2.3285], [6.0801, 0.4951, 2.1576], [5.2176, -0.3707, 1.4165], [5.9225, -1.5527, 1.0033], [6.3191, 2.6340, 3.3418], [5.0718, 2.1499, 0.2093], [6.6971, 2.8213, 0.7190], [5.2641, 3.6311, 1.2551], [4.4532, 1.8761, 2.6116], [6.3164, 0.0509, 3.1585], [7.0315, 0.5031, 1.5462], [6.4466, -2.0593, 1.8397], [6.6078, -1.1742, 0.2086], [5.2279, -2.1766, 0.4784], [6.5969, 3.5666, 2.9826], [5.9297, 2.7412, 4.2783], [3.5109, -0.1396, 4.6271], [2.9657, 0.4624, 5.9150], [3.1703, 1.9854, 5.9573], [4.5571, 2.3776, 5.9538], [4.9914, 2.6233, 7.2414], [1.5694, 0.0499, 6.1595], [3.5567, -1.2602, 4.6855], [4.4687, 0.2772, 4.4380], [2.8717, 0.0672, 3.7847], [3.5020, 0.0653, 6.7684], [2.5729, 2.4541, 6.7727], [2.7531, 2.3395, 5.0446], [4.5676, 3.6486, 7.5089], [6.0799, 2.5914, 7.2693], [4.7035, 1.9621, 8.0788], [1.3134, 0.4289, 7.1093], [0.9131, 0.5899, 5.5870], [-4.0290, -3.5289, -5.2598], [-3.0769, -2.4790, -4.7237], [-3.6502, -1.6590, -3.5650], [-4.3277, -0.6184, -4.2786], [-5.0944, 0.2111, -3.3714], [-1.8274, -3.0889, -4.2905], [-4.9289, -3.1441, -5.6818], [-4.4434, -4.1540, -4.4002], [-3.5184, -4.2087, -5.9684], [-2.9300, -1.7255, -5.5269], [-2.8947, -1.3083, -2.9019], [-4.4110, -2.2105, -3.0000], [-5.6827, 0.9579, -3.8860], [-4.3399, 0.5491, -2.5335], [-5.8205, -0.3428, -2.7976], [-1.6196, -3.7094, -5.0490], [-1.1291, -2.3227, -4.2479], [-0.2931, -4.7075, 5.6827], [0.5090, -3.4817, 5.2444], [1.1026, -3.7230, 3.8128], [1.8664, -4.8505, 3.7547], [2.4805, -5.0982, 2.4938], [-0.4129, -2.3939, 5.0318], [-1.2354, -4.7236, 5.0817], [-0.7269, -4.6734, 6.6581], [0.3158, -5.5923, 5.7155], [1.4077, -3.3461, 5.9193], [1.7141, -2.8049, 3.5844], [0.2131, -3.7250, 3.1498], [3.0663, -6.0067, 2.6549], [3.1995, -4.2816, 2.2281], [1.7240, -5.1140, 1.6568], [0.0856, -1.5276, 4.9460], [-1.0476, -2.1973, 5.8389], [1.4486, 5.4767, -5.7901], [0.0535, 5.7950, -5.3202], [-0.9218, 4.8553, -5.9853], [-0.6643, 4.7133, -7.4083], [-1.8136, 4.6491, -8.1710], [-0.1550, 5.7000, -3.8621], [1.8833, 4.5158, -5.4958], [2.1869, 6.2695, -5.5004], [1.5054, 5.6482, -6.8881], [-0.1885, 6.8001, -5.6808], [-1.9659, 5.1401, -5.7457], [-0.7340, 3.9237, -5.4867], [-2.4785, 3.8364, -7.7880], [-1.5439, 4.3460, -9.1434], [-2.2778, 5.6203, -8.2671], [-0.6360, 6.5835, -3.5660], [0.7129, 5.7017, -3.3514], [-0.9402, 1.0230, -5.0527], [0.3002, 0.1564, -5.2809], [1.4798, 1.1228, -5.2156], [2.6561, 0.4390, -5.6056], [3.6573, 1.3615, -5.9059], [0.4351, -0.7952, -4.1676], [-1.9169, 0.5021, -4.9737], [-1.0623, 1.7862, -5.8385], [-0.9239, 1.5826, -4.0981], [0.4053, -0.4031, -6.1981], [1.5973, 1.4752, -4.1343], [1.3770, 1.9438, -5.9109], [4.5324, 0.8404, -6.0932], [3.8261, 2.1521, -5.1163], [3.4719, 1.9380, -6.8724], [0.5003, -0.4633, -3.1571], [1.2421, -1.4186, -4.3507], [-2.5632, -6.5516, -1.1108], [-1.8515, -5.2317, -0.7001], [-0.3548, -5.3636, -0.9460], [0.3544, -4.1624, -0.6793], [0.8792, -3.5770, -1.8550], [-2.5402, -4.1625, -1.3747], [-2.1978, -6.9518, -2.1091], [-3.6395, -6.3940, -1.1576], [-2.1664, -7.3464, -0.4837], [-2.1151, -5.1487, 0.3937], [-0.2262, -5.7164, -1.9644], [0.1284, -6.1479, -0.3018], [0.2042, -3.5826, -2.7260], [1.7278, -4.0869, -2.2289], [1.1507, -2.5577, -1.5849], [-2.3709, -4.1901, -2.3584], [-2.3181, -3.1977, -1.1047], [0.1046, -0.3877, 1.6456], [0.2586, -0.0332, 0.1422], [1.6792, -0.2658, -0.2547], [1.8455, 0.1813, -1.6039], [3.1757, -0.1327, -1.9157], [-0.7980, -0.6931, -0.5740], [0.3522, -1.4520, 1.8899], [-0.8514, -0.0743, 2.0092], [0.8963, 0.0295, 2.3565], [0.1205, 1.0306, 0.0466], [2.0960, -1.3074, -0.1274], [2.3631, 0.3477, 0.3668], [3.8182, 0.5570, -1.3659], [3.3428, 0.1083, -2.9802], [3.4704, -1.1426, -1.6643], [-0.8100, -1.7030, -0.4649], [-0.7144, -0.4711, -1.5442], [-5.3529, 0.8381, 0.6667], [-4.0389, 0.0704, 0.8767], [-3.0827, 0.6475, 0.0094], [-6.1899, 0.2995, 1.1654], [-5.6640, 0.8720, -0.3531], [-5.3509, 1.8121, 1.0984], [-4.1957, -1.0071, 0.5816], [-3.7576, 0.1187, 1.9398], [-2.3518, 0.0467, -0.2272], [-5.5399, -3.5467, 2.0614], [-4.5016, -3.9793, 1.0821], [-5.1632, -3.7204, -0.2199], [-6.4616, -4.0835, 1.8241], [-5.6926, -2.4660, 1.9830], [-5.3844, -3.8033, 3.1094], [-4.4196, -5.0901, 1.0788], [-3.5592, -3.5003, 1.2516], [-4.4805, -3.8690, -0.8947], [-2.3860, 0.6792, 6.1040], [-1.8566, 1.6633, 5.0733], [-0.6084, 1.1363, 4.6577], [-3.1497, 1.1757, 6.7532], [-1.5407, 0.3441, 6.6293], [-2.8886, -0.2362, 5.6572], [-1.5878, 2.6133, 5.5284], [-2.5540, 1.7532, 4.2501], [-0.5575, 1.5500, 3.7896], [1.3010, 3.4815, 0.8799], [0.6114, 3.3451, 2.2366], [-0.4706, 2.4051, 2.2140], [0.5445, 3.7428, 0.1254], [1.7147, 2.5685, 0.5138], [2.0771, 4.2750, 0.8978], [0.2199, 4.2786, 2.5921], [1.3580, 3.0412, 2.9715], [-1.1989, 2.7952, 1.6833], [-3.5193, 5.3550, 0.5565], [-3.2498, 3.9669, -0.0676], [-2.7374, 3.0221, 0.8862], [-3.9771, 5.2447, 1.5431], [-4.2275, 5.9627, -0.0746], [-2.6901, 6.0362, 0.6839], [-2.6447, 4.1219, -0.9594], [-4.3329, 3.6275, -0.3133], [-2.6309, 2.1320, 0.4784]],
  "lowdin_charge": [-0.0721, -0.4496, -0.2186, -0.2325, -0.0956, 0.0470, 0.0867, 0.0919, 0.0513, 0.1328, 0.1207, 0.1283, 0.0988, 0.0940, 0.0647, 0.0788, 0.0507, -0.0394, -0.4206, -0.1775, -0.2070, -0.1474, 0.0469, 0.0975, 0.0393, 0.0608, 0.1284, 0.1329, 0.0995, 0.1094, 0.0872, 0.0903, 0.0955, 0.0258, -0.0558, -0.4481, -0.1986, -0.2145, -0.0845, 0.0341, 0.0648, 0.0998, 0.0808, 0.1363, 0.0958, 0.1213, 0.0794, 0.1098, 0.0661, 0.0635, 0.0438, -0.0707, -0.4354, -0.2675, -0.1895, -0.0836, 0.0338, 0.0936, 0.0534, 0.0665, 0.1470, 0.1192, 0.1225, 0.0868, 0.0851, 0.0879, 0.0240, 0.0906, -0.0696, -0.4576, -0.1934, -0.1923, -0.1377, 0.0382, 0.0702, 0.0872, 0.0879, 0.1367, 0.1344, 0.0857, 0.1036, 0.0684, 0.0869, 0.0919, 0.0570, -0.0496, -0.3861, -0.2297, -0.1918, -0.1403, 0.0282, 0.0685, 0.0679, 0.0901, 0.1426, 0.1457, 0.1066, 0.0551, 0.1042, 0.1093, 0.0756, 0.0940, -0.0585, -0.4245, -0.2022, -0.1887, -0.1085, 0.0521, 0.0911, 0.0740, 0.0713, 0.1359, 0.1161, 0.1378, 0.0717, 0.0757, 0.0578, 0.0436, 0.0811, -0.0316, -0.3974, -0.2147, -0.2077, -0.1079, 0.0819, 0.0805, 0.0571, 0.0903, 0.1187, 0.1360, 0.1231, 0.0805, 0.0877, 0.0843, 0.0843, 0.0668, -0.0676, -0.2692, -0.1337, 0.0836, 0.0510, 0.0527, 0.1144, 0.1134, 0.0285, -0.1012, -0.3087, -0.1332, 0.0797, 0.0644, 0.0746, 0.1131, 0.0891, 0.0149, -0.0824, -0.2938, -0.1365, 0.0847, 0.0363, 0.0935, 0.1135, 0.1100, 0.0218, -0.0612, -0.2596, -0.1294, 0.0778, 0.0390, 0.0866, 0.1070, 0.1001, 0.0574, -0.1001, -0.2755, -0.1328, 0.0705, 0.0848, 0.0520, 0.1046, 0.1284, 0.0360],
  "orbital_gap_ev": 9.1,
  "relative_energy_ev": 2.1166,
  "e_lumo_ev": 0.473,
  "spin_multiplicity": 1,
  "e_tot_ev": -83999.000
}